Formula: C31H52O3
Source: the Open Molecules 2025 dataset
Level of theory: ωB97M-V with the def2-TZVPD basis set

Cartesian coordinates (Å):
C: 7.024 1.113 3.411
C: 5.996 0.980 2.139
O: 6.331 0.946 0.937
O: 4.841 0.828 2.590
C: 3.853 0.861 1.553
C: 3.815 -0.433 0.997
C: 2.803 -0.532 0.167
C: 1.906 0.416 -0.303
C: 2.017 1.573 0.506
C: 2.922 1.742 1.501
C: 3.179 2.761 2.324
H: 4.039 2.805 2.967
H: 2.135 3.346 2.794
H: 3.278 3.709 1.697
C: 0.973 2.714 0.286
H: 1.457 3.591 0.226
H: 0.338 3.010 1.407
H: 0.213 2.414 -0.254
O: 0.763 0.260 -1.198
C: 0.520 -0.968 -1.581
C: -0.274 -0.513 -2.982
H: -0.474 -1.551 -3.329
H: 0.220 0.029 -3.511
H: -1.239 -0.155 -2.432
C: 1.905 -1.679 -2.388
C: 2.642 -1.868 -0.966
H: 3.673 -1.910 -1.248
H: 2.351 -2.852 -0.434
H: 1.636 -2.483 -2.527
H: 2.262 -0.882 -2.751
C: -0.270 -1.809 -0.732
C: -0.686 -3.035 -1.231
C: -1.581 -3.887 -0.060
H: -1.657 -4.754 -0.353
H: -0.975 -3.757 0.902
C: -2.963 -3.473 0.172
C: -3.508 -3.809 1.314
H: -3.615 -5.014 1.680
H: -2.895 -3.599 2.350
H: -4.427 -3.611 1.745
C: -4.039 -3.516 -0.838
C: -4.854 -2.539 -0.936
C: -4.254 -1.163 -1.814
H: -4.090 -1.329 -2.849
H: -3.259 -0.997 -1.439
C: -5.382 0.080 -1.896
C: -6.573 -0.078 -2.687
H: -7.261 0.836 -2.662
H: -7.032 -1.077 -2.509
H: -6.050 -0.394 -3.691
C: -4.453 1.232 -2.399
C: -3.429 1.800 -1.408
H: -2.947 2.496 -2.036
C: -4.178 2.565 -0.052
H: -4.902 3.324 -0.404
H: -4.749 1.637 0.566
C: -3.031 3.207 0.785
C: -2.333 4.365 0.320
H: -1.708 4.696 0.953
H: -3.362 5.049 0.255
H: -1.906 4.226 -0.748
C: -3.816 3.458 2.223
H: -3.062 3.912 2.775
H: -4.071 2.616 2.755
H: -4.590 4.299 2.032
H: -2.342 2.439 1.069
H: -2.806 1.121 -0.915
H: -3.998 0.855 -3.190
H: -5.065 2.140 -2.448
H: -5.693 0.034 -0.473
H: -5.825 -2.974 -1.720
H: -5.440 -2.145 -0.141
H: -3.269 -3.630 -1.912
H: -4.345 -4.680 -1.007
H: -2.950 -2.044 0.311
H: -1.415 -3.010 -2.153
H: 0.231 -3.754 -1.414
H: -1.172 -1.119 -0.450
H: 0.160 -1.869 0.001
C: 4.722 -1.600 1.232
H: 5.630 -1.575 0.472
H: 4.192 -2.498 1.029
H: 5.217 -1.542 2.321
H: 7.228 2.273 3.592
H: 6.497 0.648 4.049
H: 8.107 0.507 3.062

Values from the calculation:
Frontier orbital gap: 0.3311 hartree
Energy above the lowest of the compared OMol25 structures with the same formula, charge and spin: 669.95 kcal/mol
DFT total energy: -1437.14956 Eh

Löwdin atomic charge list, values in e, 6 entries:
1 C 0.046
2 C -0.555
3 O 0.062
4 O 0.056
5 C -0.142
6 C -0.180